14
Properties=species:S:1:pos:R:3 method="wB97M-V/def2-TZVPD" total_energy_ha=-361.78062 smiles=C[C@H](O)OCC#N e_above_lowest_kcal_mol=62.9 total_charge=0 e_homo_ha=-0.3838 gap_ev=11.28
C -1.794 0.752 -0.039
C -0.598 0.048 0.517
O -0.225 -0.943 -0.475
C 1.104 -1.348 -0.356
C 1.942 -0.134 -0.319
N 2.448 0.881 -0.544
O 0.429 0.924 0.874
H -2.158 1.486 0.682
H -2.571 0.027 -0.272
H -1.487 1.248 -0.959
H -0.870 -0.502 1.437
H 1.377 -1.884 -1.273
H 1.311 -1.970 0.520
H 1.068 1.412 0.218